Molecular formula: C5H11ClN
Method: DFT, ωB97M-V/def2-TZVPD

Geometry as ORCA input:
```
! wB97M-V def2-TZVPD RIJCOSX def2/J DEFGRID3
* xyz 1 1
C 1.593 1.229 -0.037
C 0.447 1.303 0.950
C 0.706 0.069 0.171
C -2.201 -0.249 -0.559
C -0.865 -0.385 -1.181
N 1.111 -1.194 0.767
Cl -0.426 -2.049 -1.571
H 1.525 1.802 -0.947
H 2.597 1.173 0.363
H 0.658 1.333 2.009
H -0.407 1.902 0.676
H -2.439 0.795 -0.390
H -2.292 -0.810 0.366
H -2.942 -0.651 -1.256
H -0.625 0.275 -2.004
H 0.674 -1.338 1.686
H 2.131 -1.270 0.864
H 0.754 -1.935 0.091
*
```

Computed properties:
HOMO energy: -13.9 eV
Gap between HOMO and LUMO: 10.52 eV
Largest force on an atom: 0.085 hartree/bohr
Electronic energy: -19366.9070 eV

---

Molecular formula: CH6NOP
Method: DFT, ωB97M-V/def2-TZVPD

Geometry as ORCA input:
```
! wB97M-V def2-TZVPD RIJCOSX def2/J DEFGRID3
* xyz 0 1
C -0.405 0.741 1.069
P 0.524 0.071 -0.377
N 0.013 -1.511 -0.797
O 0.559 1.091 -1.721
H 0.325 0.908 1.850
H -0.746 1.591 0.585
H -1.257 0.146 1.407
H 1.686 -0.032 0.256
H -0.974 -1.590 -0.491
H 0.274 -1.415 -1.781
*
```

Computed properties:
HOMO energy: -9.7 eV
Gap between HOMO and LUMO: 10.55 eV
Structure (SMILES): C[P@@H](N)=O
Largest force on an atom: 0.136 hartree/bohr
Electronic energy: -13960.3135 eV

---

Molecular formula: C13H19AlN3O4S2
Method: DFT, ωB97M-V/def2-TZVPD

Geometry as ORCA input:
```
! wB97M-V def2-TZVPD RIJCOSX def2/J DEFGRID3
* xyz 1 1
Al -13.720 -3.424 3.827
O -12.701 -1.248 0.460
C -12.842 -2.137 1.445
O -13.039 -1.895 2.692
C -12.914 -3.557 1.077
C -12.610 -4.194 -0.156
C -12.946 -5.584 -0.224
C -13.489 -6.253 0.854
C -13.767 -5.502 2.001
N -13.324 -4.268 2.142
C -14.454 -6.013 3.220
O -15.153 -7.043 3.250
O -14.333 -5.170 4.220
H -12.799 -0.316 0.739
H -12.051 -3.738 -0.969
H -12.612 -6.159 -1.129
H -13.718 -7.285 0.840
C -12.577 -0.031 6.227
C -13.321 -1.220 5.695
S -12.601 -2.784 5.644
C -14.588 -1.027 5.159
C -15.175 0.307 5.264
S -15.526 -2.381 4.623
H -11.484 -0.258 6.156
H -12.855 0.152 7.311
H -12.890 0.960 5.825
H -14.801 0.982 4.493
H -14.990 0.693 6.275
H -16.289 0.290 5.101
N -14.613 -9.262 4.682
C -13.767 -8.620 5.829
C -14.415 -9.146 7.126
N -15.841 -8.932 7.115
H -14.228 -10.106 4.264
H -14.846 -8.462 3.996
H -15.526 -9.515 5.107
H -13.869 -7.523 5.630
H -12.700 -8.830 5.705
H -14.010 -8.716 8.078
H -14.222 -10.207 7.270
H -16.322 -9.248 7.924
H -16.038 -7.924 7.058
*
```

Computed properties:
HOMO energy: -8.8 eV
Gap between HOMO and LUMO: 4.06 eV
Largest force on an atom: 0.089 hartree/bohr
Electronic energy: -54715.1136 eV

---

Molecular formula: C11H16N6O2
Method: DFT, ωB97M-V/def2-TZVPD

Geometry as ORCA input:
```
! wB97M-V def2-TZVPD RIJCOSX def2/J DEFGRID3
* xyz 0 1
C 0.665 -0.095 -2.295
N 0.096 -0.049 -0.712
C -0.773 -1.292 -0.519
C -1.756 -1.514 -1.655
C -2.687 -0.308 -1.570
C -1.923 0.990 -1.772
C -0.903 1.091 -0.659
H 1.316 0.782 -2.438
H 1.114 -1.083 -2.462
H -0.221 -0.016 -3.004
H -0.052 -2.116 -0.448
H -1.297 -1.048 0.448
H -1.380 -1.660 -2.694
H -2.280 -2.443 -1.393
H -3.558 -0.382 -2.233
H -3.093 -0.286 -0.540
H -1.461 1.027 -2.776
H -2.559 1.882 -1.720
H -1.290 0.994 0.370
H -0.271 1.963 -0.724
O 1.734 2.259 -0.515
N 1.744 2.439 0.736
C 1.287 1.293 1.464
C 1.093 0.097 0.508
N 0.899 -0.956 1.538
N 0.926 -2.255 1.107
N 1.057 -3.051 2.102
N 1.293 -2.321 3.275
C 1.315 -1.045 2.875
C 1.541 0.133 3.630
C 1.631 1.235 2.839
O 2.062 3.540 1.275
H 2.011 0.022 -0.107
H 1.942 0.013 4.634
H 1.779 2.157 3.435
*
```

Computed properties:
HOMO energy: -7.7 eV
Gap between HOMO and LUMO: 7.77 eV
Largest force on an atom: 0.059 hartree/bohr
Electronic energy: -24694.2964 eV

---

Molecular formula: C2H5Cl2N
Method: DFT, ωB97M-V/def2-TZVPD

Geometry as ORCA input:
```
! wB97M-V def2-TZVPD RIJCOSX def2/J DEFGRID3
* xyz 0 1
C -2.127 1.136 0.355
C 1.891 -0.254 0.440
N 1.885 -1.397 -0.120
Cl -1.808 -0.330 -0.657
Cl 3.135 0.718 -0.332
H -2.947 1.495 -0.262
H -2.232 0.678 1.377
H -1.165 1.660 0.201
H 2.315 -1.627 -1.065
H 1.053 -2.079 0.063
*
```

Computed properties:
HOMO energy: -9.0 eV
Gap between HOMO and LUMO: 9.74 eV
Largest force on an atom: 0.103 hartree/bohr
Electronic energy: -28687.7979 eV

---

Molecular formula: C34H57MnN3O2SeSi
Method: DFT, ωB97M-V/def2-TZVPD

Geometry as ORCA input:
```
! wB97M-V def2-TZVPD RIJCOSX def2/J DEFGRID3
* xyz 1 5
O -3.130 0.546 1.462
O -2.946 1.451 -0.813
C -3.471 -0.755 2.024
C -3.855 -0.843 3.485
H -2.520 -1.253 1.831
H -4.298 -1.144 1.401
H -2.979 -0.917 4.117
H -4.399 -1.789 3.649
H -4.488 -0.055 3.862
C -2.274 1.375 2.303
C -2.778 2.780 2.387
H -1.328 1.226 1.784
H -2.172 0.979 3.305
H -2.823 3.200 1.394
H -2.053 3.382 2.930
H -3.718 2.931 2.949
C -2.341 2.639 -1.615
C -4.428 1.285 -0.955
C -1.226 3.309 -0.884
H -3.182 3.312 -1.724
H -2.182 2.208 -2.621
H -1.605 4.070 -0.181
H -0.670 3.842 -1.653
H -0.653 2.520 -0.378
C -5.124 2.403 -0.226
H -4.582 0.246 -0.588
H -4.554 1.396 -2.039
H -4.892 2.353 0.841
H -6.178 2.189 -0.317
H -4.984 3.424 -0.604
H -2.686 0.968 0.043
N 1.998 -1.160 1.284
C 3.223 -1.993 1.062
C 4.212 -1.185 0.289
C 3.922 -0.389 -0.774
C 3.823 -2.484 2.351
H 3.110 -3.088 2.894
H 4.172 -1.636 2.944
H 4.671 -3.148 2.169
C 5.068 0.278 -1.492
H 4.930 1.363 -1.591
H 5.200 -0.169 -2.486
H 6.010 0.122 -0.943
N 2.655 -0.186 -1.223
C 1.512 -0.894 2.552
C 0.586 -1.779 3.176
C 0.246 -3.093 2.588
C 0.030 -1.405 4.407
H -0.657 -2.088 4.944
C 0.391 -0.176 4.999
H -0.045 0.106 5.986
C 1.309 0.681 4.352
H 1.596 1.613 4.844
C 1.896 0.344 3.141
C 2.896 1.241 2.519
C 2.367 0.436 -2.443
C 2.358 -0.338 -3.611
C 2.869 -1.728 -3.648
C 1.853 0.254 -4.782
H 1.786 -0.327 -5.710
C 1.416 1.585 -4.739
H 0.969 2.034 -5.654
C 1.507 2.359 -3.591
H 1.189 3.423 -3.589
C 2.032 1.800 -2.421
C 2.202 2.610 -1.195
Mn 1.158 -1.171 -0.452
H -0.608 -3.502 3.118
H 1.078 -3.789 2.683
H -0.035 -3.032 1.545
H 2.582 1.543 1.532
H 3.847 0.735 2.426
H 3.027 2.154 3.094
H 2.675 -2.189 -4.625
H 2.450 -2.333 -2.842
H 3.954 -1.747 -3.520
H 3.233 2.585 -0.837
H 1.544 2.274 -0.394
H 1.944 3.649 -1.399
H 5.257 -1.218 0.616
C -0.516 -0.553 -0.393
Si -1.441 -1.369 -1.781
H -0.263 0.490 -0.478
H -0.864 -0.721 0.588
C -3.150 -2.148 -1.357
C -0.507 -2.819 -2.526
C -1.704 -0.221 -3.319
H -1.526 -0.771 -4.248
H -0.950 0.562 -3.349
H -2.693 0.254 -3.383
H -2.940 -3.085 -0.825
H -3.749 -2.348 -2.259
H -3.744 -1.529 -0.678
H 0.040 -3.368 -1.737
H 0.191 -2.482 -3.305
H -1.195 -3.470 -3.085
Se 3.615 -4.690 -0.122
C 2.774 -3.106 0.141
N 1.732 -2.845 -0.608
*
```

Computed properties:
HOMO energy (spin up / spin down): -9.6 / -9.7 eV
Gap between HOMO and LUMO (spin up / spin down): 6.06 / 5.43 eV
Largest force on an atom: 0.104 hartree/bohr
Electronic energy: -149281.0668 eV

---

Q: The lowest electronic energy belongs to which entry?
A: C34H57MnN3O2SeSi